# 1
The following is a quantum chemistry calculation of a single C29H51BrN2O4 molecule at a distorted geometry, from the Open Molecules 2025 dataset.

ORCA input file:
```
! RIJCOSX wB97M-V def2-TZVPD def2/J DEFGRID3
* xyz 0 1
C 3.196 -2.763 4.171
C 2.767 -1.535 3.913
C 1.501 -1.228 3.176
C 1.821 -0.920 1.688
C 2.200 0.539 1.500
C 2.922 0.838 0.179
C 4.170 1.711 0.335
C 5.265 1.370 -0.664
N 6.326 2.393 -0.622
O 0.848 -1.445 0.800
C -0.272 -0.697 0.395
C -1.187 -0.360 1.602
C -2.376 0.565 1.446
C -3.678 0.065 1.289
C -4.790 0.910 1.192
C -4.620 2.294 1.238
C -3.333 2.807 1.419
C -2.215 1.966 1.539
C -0.876 2.590 1.820
C -0.847 -1.558 -0.773
N -1.028 -2.953 -0.371
C -2.072 -3.286 0.610
C -1.447 -3.834 1.901
C -1.083 -5.305 1.757
O -2.134 -1.126 -1.229
C -2.354 -0.103 -2.145
C -3.874 -0.016 -2.326
O -1.808 1.125 -1.695
C -2.015 2.163 -2.641
C -0.828 3.075 -2.872
C -0.009 3.371 -1.636
O -0.019 2.531 -3.914
C 0.121 -1.617 -2.005
Br 1.435 -3.084 -1.931
C 0.919 -0.370 -2.372
C 1.155 -0.289 -3.881
H 2.546 -3.617 4.047
H 4.206 -2.918 4.518
H 3.364 -0.685 4.220
H 1.017 -0.361 3.627
H 0.829 -2.081 3.204
H 2.725 -1.489 1.470
H 1.354 1.203 1.655
H 2.902 0.758 2.305
H 3.237 -0.110 -0.259
H 2.249 1.331 -0.520
H 4.600 1.627 1.333
H 3.935 2.769 0.213
H 4.855 1.263 -1.670
H 5.731 0.432 -0.368
H 7.231 1.978 -0.791
H 6.184 3.096 -1.333
H 0.007 0.263 -0.050
H -1.493 -1.263 2.120
H -0.531 0.149 2.305
H -3.859 -0.996 1.252
H -5.780 0.492 1.084
H -5.479 2.944 1.161
H -3.197 3.878 1.493
H -0.484 2.204 2.763
H -0.140 2.368 1.057
H -0.975 3.663 1.948
H -1.325 -3.396 -1.233
H -2.745 -2.470 0.836
H -2.683 -4.083 0.187
H -2.131 -3.679 2.736
H -0.525 -3.279 2.049
H -0.316 -5.404 0.989
H -0.694 -5.728 2.679
H -1.939 -5.886 1.413
H -1.918 -0.321 -3.129
H -4.120 0.123 -3.377
H -4.276 0.831 -1.780
H -4.343 -0.936 -1.997
H -2.844 2.781 -2.288
H -2.305 1.765 -3.614
H -1.253 4.019 -3.227
H -0.539 4.024 -0.949
H 0.255 2.443 -1.139
H 0.923 3.853 -1.924
H 0.412 3.250 -4.379
H -0.488 -1.896 -2.861
H 0.485 0.552 -2.000
H 1.903 -0.461 -1.921
H 0.222 -0.399 -4.431
H 1.601 0.666 -4.135
H 1.828 -1.089 -4.181
*
```

## Properties
Highest occupied orbital energy = -8.6 eV
SMILES = C=CC[C@H](CCCCN)O[C@H](Cc1ccccc1C)[C@@](NCCC)(O[C@@H](C)OC[C@@H](C)O)[C@H](Br)CC
Kohn-Sham gap = 9.086 eV
Calculated total energy = -112111.431 eV



# 2
The following is a quantum chemistry calculation of a molecular structure, C29H51Cl2N4O4ScSi at a distorted geometry, from the Open Molecules 2025 dataset.

ORCA input file:
```
! RIJCOSX wB97M-V def2-TZVPD def2/J DEFGRID3
* xyz 0 1
C 3.273 -2.497 -2.737
C 2.547 -1.827 -3.848
H 3.171 -3.582 -2.840
H 2.857 -2.173 -1.778
H 4.351 -2.253 -2.765
C 2.554 -2.332 -5.095
C 2.894 -3.738 -5.444
H 2.351 -1.705 -5.963
H 2.358 -4.450 -4.800
H 3.968 -3.959 -5.389
H 2.584 -3.936 -6.477
Sc 0.513 0.292 1.668
Cl 2.100 0.716 0.059
C -0.619 3.006 0.559
O -0.669 1.898 1.195
N -1.711 3.716 0.332
C -3.011 3.197 0.776
C -1.678 4.911 -0.512
H 0.348 3.410 0.214
H -2.955 2.912 1.834
H -3.310 2.316 0.183
H -3.742 4.001 0.639
H -0.796 5.517 -0.278
H -2.578 5.498 -0.325
H -1.638 4.663 -1.583
H -4.005 0.677 4.577
H -2.347 2.213 6.721
C -3.314 -0.058 5.009
C -1.968 1.178 6.726
N -2.058 0.578 5.398
H -3.134 -0.853 4.281
C -1.082 0.786 4.516
O -1.060 0.257 3.370
H -0.917 1.198 7.054
H -0.273 1.456 4.859
H -3.777 -0.464 5.912
H -2.570 0.592 7.431
H -0.735 -5.041 3.691
H -0.361 -3.823 0.236
C -1.592 -4.560 3.205
C -1.321 -3.913 0.768
N -1.170 -3.588 2.193
H -2.187 -4.072 3.987
C -0.567 -2.476 2.568
O 0.012 -1.690 1.736
H -2.060 -3.250 0.294
H -0.590 -2.245 3.647
H -2.197 -5.326 2.722
H -1.696 -4.937 0.710
O 0.915 -0.603 -2.448
C 1.887 -0.494 -3.493
C 0.454 -0.352 -5.578
C 1.361 0.248 -4.704
H 0.207 -1.411 -5.458
C -0.088 0.377 -6.646
H 2.663 0.119 -3.013
C 1.806 1.547 -4.951
H -0.832 -0.099 -7.296
C 0.332 1.691 -6.865
C 1.308 2.262 -6.043
H 2.566 1.951 -4.278
H -0.090 2.264 -7.692
H 1.693 3.265 -6.236
Si -0.837 -0.743 -2.681
Cl -0.763 -2.801 -2.843
C -2.229 -0.742 -4.068
C -1.056 1.214 -2.960
C -1.493 -0.588 -0.898
H -2.474 0.226 -4.529
H -3.127 -1.059 -3.515
H -2.070 -1.456 -4.890
H -1.166 -1.432 -0.278
H -2.591 -0.546 -0.852
H -1.120 0.338 -0.425
H -0.793 1.524 -3.984
H -0.423 1.783 -2.266
H -2.108 1.484 -2.786
C 2.107 -1.484 4.433
C 2.377 -0.040 4.397
C 3.155 0.695 5.322
C 3.124 2.041 4.905
C 2.317 2.086 3.740
C 1.948 3.282 2.964
N 1.876 0.816 3.433
H 1.087 -1.688 4.793
H 2.807 -1.952 5.140
H 2.231 -1.959 3.451
H 3.664 0.258 6.175
H 3.597 2.912 5.353
H 2.570 4.113 3.311
H 2.111 3.143 1.889
H 0.901 3.568 3.135
*
```

## Properties
Highest occupied orbital energy = -6.1 eV
Kohn-Sham gap = 5.775 eV
Calculated total energy = -98678.308 eV



# 3
The following is a quantum chemistry calculation of a molecular structure, C29H51F3N2O39S7 at a distorted geometry, from the Open Molecules 2025 dataset.

ORCA input file:
```
! RIJCOSX wB97M-V def2-TZVPD def2/J DEFGRID3
* xyz 0 1
C 13.613 1.639 1.492
C 12.492 1.756 2.528
O 11.609 0.917 2.521
N 12.396 2.760 3.333
C 11.382 2.826 4.337
H 14.350 0.840 1.412
H 14.021 2.586 1.140
H 13.004 1.270 0.667
H 13.031 3.500 3.070
H 10.446 2.307 4.130
H 11.132 3.886 4.392
H 11.838 2.496 5.271
C 21.338 2.649 -3.371
C 20.584 2.984 -2.022
O 19.620 3.719 -2.164
N 21.180 2.674 -0.876
C 20.598 3.008 0.379
H 21.084 1.665 -3.766
H 22.414 2.813 -3.312
H 20.976 3.283 -4.180
H 21.945 2.016 -0.818
H 19.612 2.560 0.505
H 20.419 4.070 0.549
H 21.217 2.583 1.169
C 14.835 2.026 -5.991
C 14.171 1.223 -7.084
O 12.800 1.709 -7.097
C 12.604 2.447 -5.970
O 11.512 2.849 -5.624
O 13.755 2.704 -5.365
F 14.226 -0.081 -6.800
H 15.361 2.838 -6.493
H 15.590 1.498 -5.408
H 14.663 1.238 -8.057
C 24.758 0.526 6.829
C 25.549 0.429 8.125
O 25.592 1.756 8.558
C 24.817 2.535 7.793
O 24.670 3.754 7.915
O 24.618 1.891 6.566
F 26.715 0.081 7.700
H 23.817 -0.020 6.895
H 25.306 -0.155 6.178
H 25.095 -0.277 8.820
C 19.514 -4.026 -11.199
C 18.104 -4.152 -10.763
O 18.099 -3.591 -9.460
C 19.434 -3.445 -9.025
O 19.785 -2.990 -7.944
O 20.184 -3.970 -9.915
F 17.657 -5.364 -10.486
H 19.656 -3.060 -11.684
H 19.731 -4.865 -11.861
H 17.466 -3.686 -11.515
C 21.776 9.177 5.072
C 23.046 8.913 4.249
O 24.152 9.300 5.038
S 23.671 10.624 5.995
O 23.950 11.877 5.350
O 24.162 10.434 7.372
O 22.051 10.296 5.813
H 21.500 8.442 5.827
H 20.892 9.332 4.454
H 23.034 9.539 3.357
H 23.000 7.917 3.808
C 29.674 6.738 -1.598
C 30.699 5.551 -1.532
O 30.314 4.564 -0.571
S 28.625 4.724 -0.266
O 28.133 4.515 1.106
O 27.922 3.877 -1.226
O 28.616 6.301 -0.820
H 29.472 6.690 -2.668
H 29.984 7.705 -1.204
H 31.715 5.939 -1.456
H 30.814 4.968 -2.445
C 29.876 -3.894 -5.525
C 30.700 -2.703 -4.994
O 29.678 -1.724 -4.673
S 28.315 -2.497 -4.147
O 27.081 -1.919 -4.683
O 28.417 -2.500 -2.689
O 28.648 -3.999 -4.816
H 30.500 -4.782 -5.620
H 29.592 -3.663 -6.551
H 31.382 -2.410 -5.792
H 31.157 -3.005 -4.052
C 20.874 -4.990 -0.665
C 20.076 -3.704 -1.134
O 19.670 -3.000 0.024
S 20.299 -3.655 1.435
O 19.437 -3.576 2.596
O 21.608 -3.001 1.581
O 20.458 -5.097 0.732
H 21.935 -4.743 -0.707
H 20.609 -5.919 -1.169
H 19.180 -3.917 -1.717
H 20.730 -2.929 -1.532
C 18.665 5.676 -10.324
C 18.789 6.306 -11.779
O 17.759 5.730 -12.566
S 17.391 4.177 -11.910
O 18.419 3.248 -12.490
O 15.953 3.764 -11.920
O 17.707 4.659 -10.328
H 18.341 6.392 -9.569
H 19.632 5.420 -9.893
H 19.759 5.935 -12.112
H 18.662 7.388 -11.795
C 27.304 6.801 -8.644
C 26.394 5.746 -8.079
O 25.084 6.283 -8.108
S 25.173 7.963 -8.296
O 25.698 8.596 -7.067
O 24.015 8.604 -9.048
O 26.507 7.768 -9.271
H 28.065 6.454 -9.343
H 27.799 7.427 -7.902
H 26.795 5.642 -7.070
H 26.365 4.808 -8.633
C 21.034 9.974 -2.447
C 20.095 10.199 -3.589
O 18.898 10.461 -3.034
S 19.076 11.607 -1.875
O 18.003 11.541 -0.880
O 19.368 12.846 -2.559
O 20.415 10.755 -1.406
H 22.012 10.444 -2.552
H 20.872 8.901 -2.340
H 20.035 9.379 -4.305
H 20.446 11.051 -4.170
*
```

## Properties
Highest occupied orbital energy = -9.2 eV
Kohn-Sham gap = 8.929 eV
Calculated total energy = -197716.184 eV



# 4
The following is a quantum chemistry calculation of 2 unconnected molecules or ions with the total composition C29H51N2O3, from the Open Molecules 2025 dataset.

ORCA input file:
```
! RIJCOSX wB97M-V def2-TZVPD def2/J DEFGRID3
* xyz 1 1
C 5.699 -2.903 -2.133
C 4.588 -2.092 -1.426
C 5.117 -1.054 -0.485
C 5.921 0.019 -0.763
C 6.489 0.557 -2.034
C 6.050 1.986 -2.257
C 6.951 3.010 -1.977
C 6.584 4.339 -2.090
C 5.298 4.655 -2.494
C 4.403 3.638 -2.783
C 4.755 2.300 -2.667
C 3.730 1.235 -2.964
N 6.112 0.671 0.440
C 5.477 0.029 1.412
N 4.875 -1.037 0.884
C 4.011 -1.955 1.646
C 2.555 -1.484 1.678
C 1.547 -2.641 1.619
C 1.077 -2.974 0.201
C -0.259 -3.715 0.162
C -0.819 -3.875 -1.250
C -1.329 -2.573 -1.876
C -2.773 -2.248 -1.502
C -3.242 -0.895 -2.058
C -4.747 -0.796 -2.310
C -5.568 -0.292 -1.116
O -4.879 0.716 -0.400
C -5.640 1.887 -0.166
H 6.685 -2.480 -1.953
H 5.706 -3.934 -1.782
H 5.528 -2.938 -3.207
H 3.947 -2.773 -0.871
H 3.954 -1.589 -2.160
H 7.580 0.553 -1.959
H 6.205 -0.102 -2.852
H 7.971 2.760 -1.699
H 7.303 5.119 -1.881
H 5.003 5.690 -2.594
H 3.403 3.888 -3.112
H 4.167 0.367 -3.462
H 3.245 0.883 -2.049
H 2.952 1.630 -3.615
H 6.623 1.538 0.525
H 5.444 0.318 2.450
H 4.445 -2.026 2.641
H 4.078 -2.925 1.161
H 2.401 -0.833 0.812
H 2.383 -0.870 2.562
H 2.008 -3.531 2.060
H 0.691 -2.407 2.252
H 1.826 -3.595 -0.301
H 0.989 -2.045 -0.370
H -0.980 -3.187 0.792
H -0.124 -4.706 0.607
H -0.063 -4.334 -1.894
H -1.654 -4.580 -1.219
H -1.266 -2.640 -2.966
H -0.696 -1.727 -1.588
H -2.869 -2.240 -0.412
H -3.414 -3.045 -1.891
H -2.949 -0.110 -1.362
H -2.709 -0.699 -2.993
H -4.937 -0.152 -3.172
H -5.137 -1.783 -2.576
H -5.792 -1.118 -0.432
H -6.526 0.093 -1.477
H -5.078 2.511 0.525
H -5.815 2.433 -1.099
H -6.603 1.652 0.295
C -8.351 1.280 4.808
O -7.076 1.541 5.366
C -6.000 1.302 4.479
C -5.490 2.572 3.833
O -6.458 3.181 2.998
C -7.153 4.254 3.611
H -9.092 1.732 5.466
H -8.451 1.712 3.810
H -8.539 0.202 4.753
H -6.293 0.584 3.705
H -5.188 0.856 5.061
H -4.628 2.320 3.207
H -5.155 3.274 4.604
H -6.532 5.155 3.637
H -7.463 4.004 4.627
H -8.037 4.454 3.009
*
```

## Properties
Highest occupied orbital energy = -10.5 eV
Kohn-Sham gap = 8.128 eV
Calculated total energy = -40016.574 eV



Question: Look up the calculated total energy of the third one.
Answer: -197716.184 eV



Question: calculated total energy of number 1 (C29H51BrN2O4)?
Answer: -112111.431 eV



Question: Look up the highest occupied orbital energy of the fourth one.
Answer: -10.5 eV